(1)
Molecular formula: C38H35ClN2Si2Sn
Method: DFT, wB97M-V/def2-TZVPD

Summary:
**HOMO energy (spin up / spin down)**: -6.54 / -6.26 eV
**Relative energy (zero: lowest compared OMol25 entry of this formula, charge and spin)**: 489.1 kJ/mol
**Orbital gap (spin up / spin down)**: 0.20406 / 0.18424 Ha
**DFT total energy**: -2831.76801 Ha

```
! wB97M-V def2-TZVPD RIJCOSX def2/J DEFGRID3
* xyz 0 1
C 0.40107 1.77739 -0.99183
C 0.56812 1.37661 -2.33875
C -0.70512 1.49049 -3.00040
H 1.51384 1.12791 -2.82373
C -1.66433 1.96373 -2.00569
C -0.95217 2.12486 -0.77019
H -1.35996 2.56004 0.14340
H 1.21067 1.90925 -0.27194
H -0.88658 1.42289 -4.07465
H -2.68780 2.28029 -2.21384
Sn -1.46526 -0.46156 -1.78066
Si -1.49625 -5.11534 0.05048
C -0.04524 -5.66817 -1.03259
C -0.00441 -6.94585 -1.59792
H -0.81518 -7.65881 -1.40928
C 1.05816 -7.32183 -2.42894
H 1.07159 -8.31528 -2.87887
C 2.08639 -6.41776 -2.71472
H 2.89189 -6.69165 -3.39913
C 2.07282 -5.15740 -2.11108
H 2.86802 -4.43869 -2.32418
C 1.05014 -4.81079 -1.22073
H 1.08742 -3.85186 -0.69069
C -2.03588 -3.51543 -1.24066
C -1.26353 -2.83595 -2.30995
H -0.25368 -3.16440 -2.54750
C -2.07153 -2.29102 -3.43515
H -1.71363 -2.31055 -4.46063
C -3.26769 -1.54563 -3.06357
H -3.84733 -1.01294 -3.81842
C -3.64807 -1.62386 -1.66538
H -4.45697 -1.00388 -1.26830
C -3.28539 -2.85083 -0.99824
H -3.91726 -3.22440 -0.18669
H -1.51901 -3.87116 0.92680
Si -3.04598 -3.67801 -2.82260
C -4.84752 -4.00487 -3.40654
C -5.08578 -4.30562 -4.75307
H -4.25213 -4.40417 -5.45405
C -6.38781 -4.51406 -5.22133
H -6.55373 -4.77332 -6.26609
C -7.47494 -4.39212 -4.34637
H -8.49198 -4.56202 -4.70296
C -7.24126 -4.05799 -3.00934
H -8.07485 -3.93572 -2.31860
C -5.93408 -3.86969 -2.53905
H -5.77778 -3.62236 -1.48803
C -2.33612 -5.22069 -3.76789
C -1.19493 -5.12460 -4.56397
H -0.66244 -4.18072 -4.70399
C -0.70450 -6.25829 -5.22753
H 0.19423 -6.16852 -5.83608
C -1.33625 -7.49499 -5.09549
H -0.94121 -8.37683 -5.60590
C -2.46249 -7.59343 -4.27069
H -2.94949 -8.55799 -4.13040
C -2.96804 -6.45533 -3.63277
H -3.87186 -6.54132 -3.02681
H -0.96710 -5.82614 1.18545
Cl -3.27872 -6.14494 -0.14063
N -2.12092 -0.01812 1.61616
C -1.10552 0.35208 2.43736
C -1.30671 1.14425 3.57456
C -0.21537 1.50734 4.37708
C 1.07885 1.10760 4.05817
C 1.34313 0.34188 2.88833
C 2.64093 -0.02079 2.45178
C 2.78952 -0.69062 1.25021
C 1.64424 -0.98730 0.48786
N 0.40645 -0.68400 0.88404
C 0.23830 -0.04812 2.06508
H -1.94536 -0.63973 0.83124
H -3.08019 0.19319 1.85693
H -2.32297 1.46531 3.81745
H -0.39065 2.11122 5.26859
H 1.92588 1.38461 4.69279
H 3.49602 0.25364 3.07105
H 3.76267 -0.98727 0.86378
H 1.74084 -1.47293 -0.48725
*
```

(2)
Molecular formula: C20H25F3NO13P
Method: DFT, wB97M-V/def2-TZVPD

Summary:
**SMILES string**: CCCCCC1=C(P(=N)(O)O)C(=O)C=CC1=O.O=C1OC[C@@H](F)O1.O=C1OC[C@@H](F)O1.O=C1OC[C@@H](F)O1
**HOMO energy**: -8.48 eV
**Relative energy (zero: lowest compared OMol25 entry of this formula, charge and spin)**: 125.7 kJ/mol
**Orbital gap**: 0.28846 Ha
**DFT total energy**: -2450.94900 Ha

```
! wB97M-V def2-TZVPD RIJCOSX def2/J DEFGRID3
* xyz 0 1
C 0.00331 2.81459 -0.30161
C -1.53697 2.76350 -0.04023
C -2.29914 1.69710 -0.88677
C -1.47039 0.39597 -1.09503
C -2.36797 -0.90647 -1.16127
C -1.45351 -2.04933 -0.71478
C -1.51174 -2.66790 0.46741
P -2.76099 -2.25686 1.74686
N -2.23410 -2.82292 3.10557
O -4.16675 -3.01471 1.37327
O -3.00088 -0.63743 1.87551
C -0.44335 -3.75656 0.69609
O -0.65822 -4.76389 1.26644
C 0.93590 -3.40118 0.11035
C 1.00084 -2.77591 -1.06001
C -0.35972 -2.48558 -1.71288
O -0.56869 -2.59086 -2.87559
H 0.60796 2.38019 0.52017
H 0.32763 2.34063 -1.24445
H 0.31345 3.87862 -0.35254
H -1.67068 2.57073 1.04473
H -1.94373 3.77591 -0.27884
H -3.24714 1.47835 -0.36335
H -2.49676 2.12913 -1.88666
H -0.85121 0.26729 -0.17871
H -0.81497 0.40053 -1.98099
H -2.64375 -1.05929 -2.22430
H -3.26309 -0.80713 -0.52672
H -2.91661 -3.50682 3.43751
H -4.40468 -2.88416 0.43868
H -2.20361 -0.22892 2.25976
H 1.86375 -3.61978 0.65735
H 1.93941 -2.46447 -1.53248
O 0.70088 -0.31899 2.41305
C 0.62859 0.29734 3.42259
O 1.59075 0.32623 4.37856
C 1.18033 1.27920 5.36039
C -0.31039 1.31722 5.16189
F -0.81347 2.54535 5.43437
O -0.44628 1.06421 3.77488
H 1.65243 2.24153 5.15284
H 1.46195 0.95717 6.36088
H -0.86152 0.56271 5.72681
O 6.07305 -7.77242 -1.03474
C 5.32111 -6.92583 -1.37931
O 3.96588 -7.05548 -1.38591
C 3.42504 -5.78169 -1.73292
C 4.56701 -5.13977 -2.46916
F 4.57398 -3.79356 -2.29132
O 5.70134 -5.69049 -1.83016
H 3.15642 -5.24102 -0.82373
H 2.53632 -5.88980 -2.35214
H 4.60179 -5.36707 -3.53675
O -1.93239 4.95998 -1.84238
C -1.25869 5.85187 -2.24049
O 0.07762 5.96348 -2.01663
C 0.53820 7.08728 -2.76745
C -0.71940 7.89574 -2.92920
F -0.72128 8.57654 -4.10030
O -1.72643 6.90220 -2.97575
H 0.93950 6.74623 -3.72367
H 1.31706 7.62526 -2.23054
H -0.92300 8.58426 -2.10619
*
```

(3)
Molecular formula: C81H180F16N17O32S16
Method: DFT, wB97M-V/def2-TZVPD

Summary:
**HOMO energy**: -8.74 eV
**Orbital gap**: 0.22794 Ha
**DFT total energy**: -14500.61360 Ha

```
! wB97M-V def2-TZVPD RIJCOSX def2/J DEFGRID3
* xyz 1 1
C 1.41330 2.53750 -10.94899
C 1.92810 1.94466 -9.60442
C 1.86814 0.42182 -9.62274
N 2.15831 -0.33706 -8.29391
C 1.53284 -1.75053 -8.40481
C -0.05311 -1.69188 -8.51410
C -0.76557 -0.88951 -7.40818
C -0.03061 0.43706 -7.21357
C 1.49833 0.37359 -7.11437
C 3.62668 -0.52464 -8.04140
H 1.65853 3.53451 -11.31497
H 0.32687 2.53550 -11.03709
H 1.70296 1.81264 -11.70977
H 1.28161 2.41007 -8.86042
H 2.95981 2.26060 -9.44999
H 2.68263 0.19374 -10.31026
H 0.89010 0.10920 -9.98856
H 1.86116 -2.25693 -9.31248
H 1.80490 -2.34074 -7.52975
H -0.50206 -1.53647 -9.49511
H -0.37394 -2.71771 -8.33286
H -1.83426 -0.84009 -7.61688
H -0.80835 -1.43597 -6.46602
H -0.14818 1.02292 -8.12518
H -0.40453 0.98896 -6.35119
H 1.80038 1.42085 -7.10293
H 1.93307 -0.12350 -6.24718
H 4.04227 -1.19189 -8.79649
H 3.81667 -0.91458 -7.04142
H 4.16467 0.40648 -8.21939
C 1.72785 -5.80496 -8.49079
C 0.26960 -5.87393 -8.28167
C -0.13670 -6.72088 -7.08031
N -1.68201 -6.97515 -6.86963
C -1.99752 -7.52007 -5.41414
C -1.77936 -6.36801 -4.30382
C -2.53239 -5.15580 -4.69898
C -2.19175 -4.63057 -6.06615
C -2.49111 -5.69232 -7.13085
C -2.24016 -7.96455 -7.91258
H 2.07500 -6.79205 -8.79615
H 2.20008 -5.46156 -7.57038
H 2.15351 -5.17171 -9.26919
H -0.08827 -6.33477 -9.20234
H 0.11140 -4.79552 -8.29168
H 0.06792 -6.23642 -6.12557
H 0.21906 -7.75029 -7.03724
H -1.33852 -8.35291 -5.16879
H -3.02992 -7.86723 -5.37233
H -0.74071 -6.21191 -4.01237
H -2.29750 -6.74241 -3.42095
H -2.28859 -4.42347 -3.92934
H -3.59249 -5.36976 -4.56289
H -1.20959 -4.17697 -5.93313
H -2.82713 -3.78777 -6.33834
H -2.26597 -5.33412 -8.13539
H -3.48904 -5.99749 -7.44568
H -1.46785 -8.72719 -7.81246
H -2.19707 -7.48654 -8.89122
H -3.22163 -8.27357 -7.55296
C -0.01674 -5.13221 4.23241
C 0.51858 -4.04403 5.27215
C -0.45144 -2.79377 5.57569
N -0.02917 -1.93690 6.85630
C 1.35070 -1.24067 6.63108
C 1.24537 0.04085 5.73183
C 0.21033 1.02037 6.16334
C -1.18996 0.27932 6.17464
C -1.12613 -0.87322 7.22929
C 0.18055 -2.83690 8.08422
H -0.14274 -4.78834 3.20578
H -1.05555 -5.29769 4.51806
H 0.48497 -6.09553 4.32413
H 1.46007 -3.74293 4.81276
H 0.79989 -4.57271 6.18290
H -1.45422 -3.19221 5.72985
H -0.41255 -2.12453 4.71621
H 2.08946 -1.88861 6.15938
H 1.82533 -0.91257 7.55583
H 1.13746 -0.27231 4.69338
H 2.24330 0.47929 5.73446
H 0.06274 1.84146 5.46182
H 0.38555 1.39655 7.17125
H -1.24131 -0.11377 5.15929
H -2.08930 0.88975 6.25632
H -2.06885 -1.41740 7.28639
H -0.89507 -0.37446 8.17054
H 1.15279 -3.32373 8.16065
H -0.60467 -3.59167 8.12717
H 0.17058 -2.14500 8.92640
C 3.33782 -4.20494 0.17728
C 4.65497 -4.63866 -0.43040
C 4.64392 -5.89255 -1.38993
N 5.99954 -6.63416 -1.79852
C 7.00979 -5.52167 -2.20716
C 8.24936 -6.26203 -2.77802
C 8.08758 -7.19725 -3.92442
C 6.91312 -8.20874 -3.70013
C 5.65889 -7.55773 -3.02060
C 6.51876 -7.45354 -0.56677
H 3.47852 -3.73628 1.15128
H 2.66710 -4.98743 0.53215
H 2.76959 -3.52969 -0.46243
H 5.20214 -4.94859 0.45992
H 5.18074 -3.81700 -0.91674
H 4.16968 -5.61136 -2.33022
H 3.95983 -6.63977 -0.98772
H 6.63233 -4.93739 -3.04635
H 7.28717 -4.97394 -1.30653
H 8.83172 -5.40350 -3.11252
H 8.91574 -6.83616 -2.13427
H 7.83620 -6.72131 -4.87225
H 9.00152 -7.76175 -4.10928
H 6.52184 -8.70312 -4.58928
H 7.17789 -9.02644 -3.02978
H 5.05281 -7.06886 -3.78335
H 4.94617 -8.31724 -2.69926
H 6.53429 -6.63917 0.15756
H 7.45494 -7.87980 -0.92729
H 5.74159 -8.11668 -0.18683
C -5.80067 1.06029 1.49683
C -5.59679 1.25450 0.03331
C -6.80145 1.96674 -0.66106
N -6.38742 2.60156 -2.04384
C -7.64762 3.04676 -2.82512
C -7.31688 3.59970 -4.16820
C -6.72262 2.48470 -5.08759
C -5.44963 1.87613 -4.43294
C -5.49911 1.60556 -2.90444
C -5.48306 3.82389 -1.77501
H -5.08750 0.34424 1.90521
H -6.78554 0.63133 1.68158
H -5.79196 2.02803 1.99831
H -5.54777 0.28132 -0.45519
H -4.66695 1.72614 -0.28457
H -7.33121 2.69074 -0.04195
H -7.59988 1.24687 -0.84104
H -8.40912 2.28229 -2.97937
H -8.16622 3.76101 -2.18559
H -8.27147 3.92290 -4.58340
H -6.64314 4.45608 -4.19620
H -7.46532 1.71193 -5.28585
H -6.32025 2.93376 -5.99563
H -5.10181 1.02284 -5.01519
H -4.62778 2.58528 -4.53179
H -5.85831 0.61130 -2.63889
H -4.49512 1.49211 -2.49549
H -4.60386 3.50317 -1.21622
H -6.01962 4.57567 -1.19621
H -5.23351 4.30486 -2.72079
C 6.82829 4.37476 -0.19974
C 5.67680 4.60397 -1.05458
C 4.40589 4.53363 -0.23160
N 3.10949 4.63208 -1.06321
C 1.88887 4.45026 -0.07689
C 1.81343 5.68553 0.85072
C 1.63990 7.00088 0.11910
C 2.72858 7.13396 -0.90543
C 2.96251 5.94166 -1.87504
C 3.03110 3.50686 -2.10605
H 6.67129 4.68091 0.83453
H 7.64641 4.90435 -0.68792
H 7.05609 3.31768 -0.33681
H 5.65134 3.89667 -1.88353
H 5.83433 5.63691 -1.36493
H 4.42393 5.25084 0.58900
H 4.31757 3.58549 0.29880
H 2.14980 3.53902 0.46131
H 1.15120 4.38322 -0.87654
H 2.63057 5.67177 1.57196
H 0.92385 5.55375 1.46665
H 1.60591 7.77948 0.88115
H 0.62418 6.96331 -0.27458
H 3.71676 7.32335 -0.48623
H 2.62666 8.03274 -1.51363
H 3.81823 6.01299 -2.54641
H 2.11871 5.90336 -2.56396
H 1.97905 3.35688 -2.34854
H 3.33829 2.56641 -1.64857
H 3.61537 3.81321 -2.97374
C -4.72434 7.85620 7.25968
C -5.21953 6.55812 6.73314
C -4.86676 5.28950 7.55270
N -4.92529 4.01865 6.66044
C -4.76159 2.73082 7.60918
C -6.10935 2.29037 8.28646
C -7.22714 2.16649 7.25647
C -7.37926 3.51928 6.48958
C -6.18081 3.92255 5.71168
C -3.72835 3.92886 5.70749
H -3.63523 7.87551 7.21989
H -5.13783 8.09887 8.23858
H -4.94294 8.74135 6.66234
H -4.95543 6.51228 5.67661
H -6.30284 6.67689 6.71220
H -5.57599 5.10945 8.36058
H -3.88684 5.18090 8.01752
H -3.96488 2.96282 8.31596
H -4.55726 1.91139 6.92007
H -6.48095 2.92558 9.09052
H -5.85856 1.34789 8.77321
H -8.14506 2.00186 7.82074
H -6.88432 1.38679 6.57630
H -7.65352 4.30673 7.19159
H -8.16812 3.45724 5.73996
H -6.39095 4.83720 5.15729
H -5.98506 3.08901 5.03714
H -3.75756 4.81114 5.06808
H -3.66238 3.12666 4.97250
H -2.73634 4.09545 6.12732
C -0.12811 2.54090 2.68356
C -0.61817 1.37095 1.81586
C -0.00656 1.24263 0.43346
N -0.60972 0.15786 -0.49153
C -0.46974 -1.27615 0.16653
C -0.80874 -2.49121 -0.89699
C -0.00394 -2.26543 -2.26268
C -0.29356 -0.90254 -2.86600
C 0.16839 0.21077 -1.86593
C -2.07973 0.52077 -0.90017
H 0.92050 2.45026 2.96694
H -0.85648 2.57262 3.49385
H -0.11195 3.53875 2.24523
H -1.67583 1.52957 1.60539
H -0.60056 0.43310 2.37105
H 1.07564 1.11380 0.41467
H -0.12382 2.15345 -0.15370
H 0.59060 -1.36943 0.40119
H -0.95724 -1.26356 1.14136
H -0.45914 -3.44824 -0.50971
H -1.87503 -2.71478 -0.93074
H 1.05600 -2.42551 -2.06515
H -0.28988 -3.03945 -2.97488
H 0.21076 -0.79699 -3.82654
H -1.33123 -0.89234 -3.19952
H 1.23407 0.29650 -1.65363
H -0.03628 1.20008 -2.27518
H -2.74354 0.61199 -0.04044
H -2.55241 -0.23834 -1.52340
H -2.01704 1.50110 -1.37252
C 5.83564 9.22242 7.97550
C 4.64911 8.49416 8.65236
C 3.54675 8.17771 7.58312
N 2.52888 7.10848 8.08053
C 3.11881 5.62420 8.16447
C 3.27213 4.87672 6.78202
C 2.00673 5.02243 5.92733
C 1.50982 6.47455 5.79082
C 1.29275 7.12113 7.16466
C 2.04666 7.36081 9.55520
H 6.15000 8.71600 7.06292
H 6.71523 9.03025 8.58990
H 5.54498 10.24973 7.75580
H 4.11504 8.95342 9.48419
H 4.91882 7.51315 9.04346
H 3.92936 7.94915 6.58840
H 2.90859 9.04953 7.43889
H 3.99556 5.68899 8.80884
H 2.37901 5.00091 8.66677
H 3.99243 5.48031 6.22981
H 3.67604 3.86506 6.82063
H 2.18330 4.51795 4.97737
H 1.15004 4.53758 6.39541
H 2.26180 7.08309 5.28853
H 0.62089 6.50288 5.16065
H 1.03322 8.17121 7.03016
H 0.44276 6.68900 7.69275
H 1.28760 6.58466 9.65275
H 1.72966 8.40301 9.51720
H 2.94551 7.27787 10.16617
N -0.49484 3.51653 -2.63770
S -0.82817 3.35899 -4.02695
O -0.78587 4.44837 -5.04776
O -1.82853 2.30777 -4.18345
F 0.56382 2.50039 -4.33504
S -1.16811 4.98085 -2.40002
O -2.63958 5.09640 -2.57195
O -0.38512 6.19094 -2.66066
F -0.99368 4.74660 -0.77266
N 0.66218 -10.03279 -2.42338
S 1.68223 -10.70917 -3.30533
O 3.08331 -10.58777 -2.95010
O 1.25843 -10.78567 -4.71608
F 1.40418 -12.25135 -2.82805
S 1.25739 -8.48644 -2.84694
O 1.07924 -8.11574 -4.25938
O 2.43803 -8.04964 -2.13648
F 0.07801 -7.74723 -2.01811
N 5.04816 -3.00057 -4.26980
S 4.98127 -3.74014 -5.55867
O 4.82256 -2.92317 -6.73552
O 4.53896 -5.15289 -5.55126
F 6.58112 -3.99682 -5.54036
S 3.44587 -2.80228 -4.02462
O 2.89673 -3.75171 -3.03013
O 2.52307 -2.36806 -5.04506
F 3.66477 -1.52259 -3.10797
N -3.56100 -1.79458 5.09684
S -4.54648 -0.73507 5.28259
O -5.96182 -1.14345 5.37005
O -4.27334 0.63565 4.77558
F -4.32382 -0.40234 6.82647
S -3.95236 -1.92901 3.38098
O -3.19380 -1.08591 2.51948
O -5.24534 -2.35218 2.93019
F -3.07962 -3.22213 3.15862
N -4.39891 6.92594 3.21303
S -4.37371 5.79808 1.88260
O -3.90463 4.42442 2.01007
O -4.39025 6.48813 0.58176
F -5.87082 5.43967 2.12978
S -2.87166 7.13700 3.21763
O -2.37333 8.10983 2.24200
O -1.97308 6.01783 3.51034
F -2.79326 7.97047 4.60560
N -5.66344 -4.05182 -2.49515
S -4.80517 -2.59880 -2.57840
O -3.94840 -2.29397 -3.71276
O -4.45116 -1.84992 -1.35911
F -6.05654 -1.70081 -3.05866
S -4.70090 -4.60136 -1.41591
O -5.09524 -4.35577 0.01981
O -3.27574 -4.80048 -1.71062
F -5.18240 -6.14224 -1.50806
N 1.48632 -9.80186 1.59787
S 2.52033 -8.39589 1.58749
O 3.11128 -7.84653 2.79228
O 2.20367 -7.45685 0.51223
F 3.78248 -9.07457 0.89944
S 0.98747 -9.34210 2.95835
O 0.07071 -8.17174 3.02908
O 1.76000 -9.77768 4.14529
F -0.18764 -10.48908 2.98116
N 3.89614 1.77712 1.83794
S 3.71502 0.14817 2.08630
O 2.30010 -0.10338 2.38397
O 4.73909 -0.78466 2.59905
F 3.84248 -0.22247 0.48485
S 4.53727 2.02203 3.15680
O 5.97414 1.92549 3.20927
O 3.76212 1.79265 4.37864
F 4.31126 3.65091 3.01729
*
```